# C17H29BInNO4P2

A structure of composition C17H29BInNO4P2 (ωB97M-V/def2-TZVPD, OMol25).

The geometry in XYZ format:
```
55
Properties=species:S:1:pos:R:3:mulliken_charge:R:1
In 0.7296 0.5752 -0.3895 1.596
P -0.3477 2.0557 1.3590 0.507
P 0.2292 -1.3093 -1.9973 0.434
O 3.5655 -0.8069 0.0472 -0.589
O -2.9782 -1.4948 0.5227 -0.786
O -3.5611 0.6081 1.5506 -0.699
O 2.1178 -1.9624 1.4032 -0.445
N -1.3371 1.2420 -1.3990 -0.073
C -2.1424 2.1285 -0.8005 0.431
C 4.2721 -1.6255 0.8702 0.637
C -0.8140 -2.6292 -1.2975 -0.684
C 5.6330 -1.6541 1.0836 -0.890
C 3.3913 -2.3424 1.6916 0.617
C -3.5807 2.1783 -2.7246 -0.525
C 5.2230 -3.1213 2.9695 -0.413
C -0.6603 1.3796 3.0264 -1.134
C -3.2071 2.6860 -1.4837 -0.840
C -0.9094 -0.4818 -3.1704 -1.202
C 6.1028 -2.4047 2.1683 -0.478
C 1.5308 -2.0727 -2.9868 -1.263
C -1.7059 0.6746 -2.5621 0.622
C 0.6897 3.5340 1.5806 -1.328
C -1.9602 2.4316 0.6636 -0.931
C 3.8449 -3.1112 2.7430 -0.928
C -2.8381 1.1168 -3.2604 -0.764
B 2.1823 -0.9543 0.4143 0.191
H 0.1766 0.7232 3.3130 0.324
H -0.3046 -0.1176 -4.0215 0.413
H 1.9350 1.7520 -0.9803 -0.405
H -4.4760 0.9865 1.5941 0.232
H -0.7459 2.2120 3.7457 0.400
H -1.6076 -1.2484 -3.5516 0.464
H -0.1765 -3.2713 -0.6727 0.329
H -2.2688 3.4313 0.9135 0.701
H 2.2624 -2.5493 -2.3226 0.311
H -4.4404 2.5641 -3.2410 0.435
H 1.1050 -2.8275 -3.6637 0.413
H 7.1828 -2.4172 2.3684 0.343
H -1.2142 -3.2178 -2.1383 0.487
H 1.0760 3.8672 0.6086 0.335
H -3.7653 3.4690 -0.9852 0.463
H -3.8075 -1.8969 0.2064 0.097
H -3.4079 -0.2877 0.9957 0.395
H -2.0503 -2.5089 2.4136 0.108
H 6.2945 -1.0723 0.4382 0.430
H -2.6506 1.7470 1.1624 0.103
H -3.1034 0.6559 -4.1984 0.484
H 3.1369 -3.6569 3.3636 0.457
H -2.4780 -2.1700 1.7910 -0.213
H -1.6000 0.8048 2.9980 0.387
H 5.6103 -3.7038 3.8077 0.354
H -1.6349 -2.2005 -0.6838 -0.065
H 1.5534 3.2901 2.2242 0.361
H 0.1223 4.3513 2.0476 0.436
H 2.0422 -1.3002 -3.5799 0.357
```

Computed properties:
E_tot (a.u.): -1918.53885
Largest force on an atom (eV/Å): 2.5

=====

# C4H11N3O2

A cluster of 2 separate species, C4H11N3O2 in total (ωB97M-V/def2-TZVPD, OMol25).

The geometry in XYZ format:
```
20
Properties=species:S:1:pos:R:3:mulliken_charge:R:1
O -2.4203 1.1149 -0.0541 -0.561
O -0.9898 -0.3419 0.8502 -0.440
N 0.8707 0.7305 -1.8118 -0.477
N 0.1964 -1.4376 -2.4081 -0.461
N 1.4912 -1.2217 -0.5489 -0.430
C 0.8897 -0.6390 -1.4870 0.270
C -1.8605 0.6919 0.9206 0.823
C 2.4018 -0.5577 0.3901 -0.847
C -2.1047 1.0311 2.3558 -1.064
H -1.1933 1.2607 2.8947 0.313
H 3.4141 -0.7792 0.0806 0.317
H -2.8273 1.8365 2.4358 0.304
H -0.5447 -0.9062 -2.8452 0.261
H -0.8896 -0.8563 0.0342 0.354
H 2.2173 0.4970 0.2738 0.315
H 1.6751 1.3147 -1.9502 0.246
H 1.9294 -0.7677 1.3470 0.278
H -0.0301 -2.3369 -2.0340 0.292
H 0.1575 1.2474 -1.3352 0.208
H -2.3829 0.1196 2.8918 0.300
```

Computed properties:
E_tot (a.u.): -473.75092
Structure (SMILES): CN=C(N)N.CC(=O)O
Largest force on an atom (eV/Å): 3.0

=====

# C4H7F2NO

The molecule C4H7F2NO (ωB97M-V/def2-TZVPD, OMol25).

The geometry in XYZ format:
```
15
Properties=species:S:1:pos:R:3:mulliken_charge:R:1
F -0.8392 -1.1316 1.5267 -0.324
F -1.6690 -1.6517 -0.3799 -0.351
O -1.0804 1.5428 0.9274 -0.521
N -2.6827 0.7276 -0.5598 -0.449
C 1.5488 -0.1593 0.7177 -1.016
C -1.5245 0.6553 0.2648 0.094
C -0.8413 -0.7256 0.2008 1.077
C 0.5635 -0.5230 -0.3963 -0.665
H -3.0703 1.6254 -0.4015 0.273
H 2.3772 0.2012 0.1539 0.350
H 0.3101 0.2404 -1.2152 0.328
H -3.3219 -0.0284 -0.6909 0.244
H 0.8586 -1.4363 -0.9724 0.345
H 1.6860 -1.0480 1.2074 0.335
H 1.2987 0.7016 1.4170 0.282
```

Computed properties:
E_tot (a.u.): -486.34382
Structure (SMILES): CCC(F)(F)C(N)=O
Largest force on an atom (eV/Å): 3.5

=====

# C7H14AlCl2O2

A structure of composition C7H14AlCl2O2 (ωB97M-V/def2-TZVPD, OMol25).

The geometry in XYZ format:
```
26
Properties=species:S:1:pos:R:3:mulliken_charge:R:1
Cl -4.0272 1.4463 -0.1928 -0.251
Cl -1.8292 3.7101 -1.7158 -0.220
Al 0.2247 0.4813 0.4531 -0.089
O -0.1270 4.1507 0.5192 -0.548
O 4.3929 -2.9950 1.4943 -0.602
C 0.5305 2.0460 -0.8801 -0.480
C -0.4275 3.3666 -0.5525 0.392
C -2.3520 -0.6712 -1.1969 -0.924
C 2.2770 -1.7733 -0.1305 -0.670
C -2.8563 0.0298 0.1965 0.140
C 0.8730 -1.3207 -0.3297 0.139
C -1.6645 0.4262 1.2493 -0.629
H -1.5607 -0.0607 -1.8059 0.218
H 2.4358 -2.9150 0.1440 0.164
H 0.5025 1.7198 -2.0039 0.334
H -1.9050 1.5350 1.6208 0.236
H 5.1671 -3.0243 0.9123 0.301
H 4.7584 -2.7508 2.3578 0.293
H -3.5352 -0.7813 0.7493 0.275
H 3.1321 -0.9959 -0.3145 0.142
H -3.3253 -0.7896 -1.8782 0.353
H 1.6446 2.4253 -0.6806 0.245
H -1.6838 -0.2633 2.2115 0.254
H 1.2187 0.7899 1.6869 -0.346
H 0.1553 -2.0102 -0.9699 0.096
H -2.0187 -1.7758 -0.9438 0.175
```

Computed properties:
Charge: -1
E_tot (a.u.): -1588.29228
Largest force on an atom (eV/Å): 9.0

=====

# C34H47N6O2PPbS4Sb2

A structure of composition C34H47N6O2PPbS4Sb2 (ωB97M-V/def2-TZVPD, OMol25).

The geometry in XYZ format:
```
97
Properties=species:S:1:pos:R:3:mulliken_charge:R:1
Pb 0.2054 -0.1787 -0.0503 2.502
Sb 4.9470 -2.0484 2.1184 0.385
Sb 0.1888 1.9177 2.6579 -0.004
S 2.6754 0.3907 0.7335 -0.481
S 4.9232 -3.0024 4.2315 -0.784
S 5.6476 -3.8186 0.8083 -0.766
S 2.0248 -1.4473 1.4230 -0.517
P 1.2998 0.0678 -2.6509 0.301
O 0.0308 -2.0945 -1.8362 -0.326
O 0.8880 -3.5627 -3.3072 -0.802
N -4.3728 -1.8243 0.9012 -0.796
N -2.2051 -2.5114 1.1493 -0.109
N -2.5693 -0.5151 0.0703 0.710
N -4.7968 0.1840 -0.2805 -0.670
N -6.4921 -0.9677 0.7702 -0.455
N -1.7662 1.7713 -1.3796 1.045
C 4.2631 3.5767 -2.9553 -0.481
C 2.9919 2.1467 3.9040 -1.678
C 0.4946 3.9813 1.7585 2.365
C -1.9675 -0.0713 -5.0929 -0.419
C 2.2407 2.5190 -3.7150 -0.726
C -5.1654 -0.8659 0.4437 0.224
C -2.2899 3.4959 -2.9485 -0.956
C 2.5463 1.3657 -2.9873 0.806
C -1.8927 1.8632 3.5894 1.772
C -3.0612 1.4634 -1.2868 0.483
C -2.1117 2.7001 4.8420 -1.884
C -1.1209 -0.1161 -3.9959 -0.274
C 2.1251 -1.5478 -2.8465 -0.668
C -3.0709 -1.5970 0.6796 -0.002
C -0.7595 4.3828 0.9933 -1.965
C -4.0344 2.1979 -1.9775 -0.647
C 3.1041 3.6052 -3.7162 -0.753
C 3.7344 1.3373 -2.2519 -0.903
C 1.6438 3.7877 0.7725 -1.723
C 0.7620 0.3084 -5.4272 -0.380
C -1.4525 0.1774 -6.3562 -0.518
C 0.9155 -2.5298 -2.6479 0.282
C 0.2471 0.0914 -4.1512 -0.040
C 1.5823 1.9913 4.4640 1.534
C 1.3179 3.0747 5.5033 -1.542
C -1.4039 2.7588 -2.1848 -0.649
C -2.8913 2.2790 2.5188 -2.189
C 4.5760 2.4373 -2.2276 -0.634
C -0.0861 0.3526 -6.5236 -0.725
C 1.4518 0.6181 5.1171 -1.717
C -3.4757 0.3270 -0.4554 -0.417
C -2.0977 0.3832 3.9004 -1.556
C 0.8342 5.0812 2.7548 -1.984
C -3.6450 3.2131 -2.8236 -0.940
H 1.8275 0.4491 -5.5611 0.456
H -1.4016 0.0271 4.6605 0.253
H 2.5510 3.4441 1.2701 0.235
H 3.7299 1.9828 4.6969 0.510
H -3.0325 -0.2185 -4.9599 0.422
H -2.6694 1.7978 1.5666 0.400
H -2.8885 3.3565 2.3614 0.318
H 0.0672 5.1656 3.5275 0.257
H 3.1537 3.1471 3.4955 0.217
H 1.6068 -0.1795 4.3874 0.283
H 1.3891 3.0369 0.0213 0.108
H -3.9071 1.9872 2.8155 0.656
H -1.1205 3.5701 0.3663 0.264
H 0.8946 6.0471 2.2348 0.502
H 1.3221 2.5681 -4.2880 0.414
H 0.4663 0.4884 5.5711 0.316
H -6.7934 -1.8985 1.0047 0.285
H -2.1102 0.2225 -7.2161 0.378
H 2.8542 4.4903 -4.2905 0.375
H 2.6179 -1.6774 -3.8100 0.377
H 4.9126 4.4429 -2.9203 0.351
H 3.1805 1.4234 3.1098 0.259
H 1.8691 4.7279 0.2526 0.482
H -3.1737 2.6822 5.1248 0.460
H -5.0703 1.9322 -1.8302 0.571
H -7.1129 -0.4132 0.2056 0.271
H 2.2046 0.5009 5.9036 0.492
H 1.4196 4.0768 5.0919 0.210
H -1.8225 3.7407 4.6810 0.268
H 0.3249 2.9868 5.9408 0.178
H -4.3816 3.7863 -3.3720 0.401
H -0.3403 2.9737 -2.2078 0.460
H -1.5425 2.3031 5.6821 0.337
H 2.8467 -1.6948 -2.0377 0.560
H 2.0492 2.9733 6.3147 0.495
H 3.9796 0.4657 -1.6629 0.629
H -1.9381 4.2781 -3.6059 0.508
H -1.5561 4.6800 1.6759 0.325
H -0.5428 5.2391 0.3410 0.593
H 5.4654 2.4110 -1.6116 0.445
H 0.3208 0.5311 -7.5121 0.386
H -1.2533 -2.4886 0.8079 0.067
H -2.5955 -3.3823 1.4605 0.283
H -1.9500 -0.2235 3.0043 0.199
H 1.8003 4.9054 3.2258 0.365
H -1.5087 -0.3207 -3.0082 0.579
H -3.1176 0.2082 4.2651 0.464
```

Computed properties:
Charge: -2
E_tot (a.u.): -4410.43230
Largest force on an atom (eV/Å): 2.3

=====

# C4H3ClO2S

A cluster of 2 separate species, C4H3ClO2S in total (ωB97M-V/def2-TZVPD, OMol25).

The geometry in XYZ format:
```
11
Properties=species:S:1:pos:R:3:mulliken_charge:R:1
Cl 1.1555 -1.8253 -0.9040 -0.183
S -2.5122 -0.3209 -0.9471 -0.269
O -1.0793 -0.3780 1.2984 -0.315
O 1.4803 1.7882 -0.6707 -0.447
C 0.4316 0.9845 -1.1140 -0.168
C 0.4331 -0.2533 1.2798 -0.588
C -1.2245 -0.5118 0.0470 0.147
C 0.2953 -0.3137 -0.1944 0.950
H 0.8844 -1.0353 1.6947 0.354
H 0.7959 0.6748 1.7764 0.233
H -0.6601 1.1909 -2.2663 0.284
```

Computed properties:
E_tot (a.u.): -1162.87531
Largest force on an atom (eV/Å): 9.7

=====

# C5H12O2

A cluster of 3 separate species, C5H12O2 in total (ωB97M-V/def2-TZVPD, OMol25).

The geometry in XYZ format:
```
19
Properties=species:S:1:pos:R:3:mulliken_charge:R:1
O 3.9431 -2.9620 -4.3814 -0.639
O -2.9763 -4.1686 -2.2719 -0.637
C 1.8480 1.3072 2.9019 -0.773
C -1.1038 2.6264 1.1157 -0.413
C -2.3559 2.4792 0.6076 -0.630
C -0.5717 1.6853 2.1472 -0.322
C 0.9276 1.4536 1.9596 -0.104
H 1.4960 1.2640 3.9177 0.265
H -2.6432 1.5525 0.1176 0.278
H -3.1715 -4.5293 -3.1425 0.321
H 1.1659 1.5031 0.8970 0.293
H 2.9869 -2.9471 -4.2808 0.318
H 4.3118 -3.3447 -3.5815 0.321
H -3.0886 3.2762 0.6729 0.237
H -2.0146 -4.1215 -2.2821 0.316
H -0.7301 2.1265 3.1314 0.264
H -0.5668 3.5418 0.8774 0.353
H 2.8825 1.2079 2.6084 0.255
H -1.2024 0.7878 2.1770 0.297
```

Computed properties:
E_tot (a.u.): -348.06829
Structure (SMILES): C=CCC=C.O.O
Largest force on an atom (eV/Å): 1.7

=====

# C25H22AsN5O9STi

A structure of composition C25H22AsN5O9STi (ωB97M-V/def2-TZVPD, OMol25).

The geometry in XYZ format:
```
64
Properties=species:S:1:pos:R:3:mulliken_charge:R:1
As -3.4215 0.6683 0.2625 -0.534
Ti -0.0487 -0.1249 0.0970 -0.313
S 0.1990 2.8490 1.9253 1.456
O -0.4792 1.4333 -1.2607 -0.225
O -3.3895 1.4596 -1.3280 -0.632
O -2.7223 2.0904 1.2783 -0.513
O -0.2633 2.8644 3.2977 -0.779
O -0.0413 2.2705 -3.2860 -0.827
O -0.1259 -2.6161 -3.6281 -0.844
O 0.2102 1.4762 1.3768 0.136
O -2.0577 -0.3219 0.1692 0.214
O 1.4624 3.5203 1.6857 -0.808
N 1.2327 -1.8343 0.5441 1.066
N -0.4960 -1.0452 2.2149 0.510
N -0.1035 -1.0676 -1.9333 0.801
N 2.0612 0.2702 -0.6605 0.894
N -2.1191 -3.2148 -0.9470 -0.710
C -0.1307 1.3285 -2.5027 0.400
C 2.9698 -3.2503 -0.2796 -0.642
C -0.6375 4.9771 0.4621 -0.431
C 2.3003 -2.0536 -0.2416 0.658
C 1.5084 -4.0413 1.4718 -0.622
C -0.2881 -2.2965 -2.4285 0.369
C 4.2359 0.4310 -2.3335 -0.541
C -1.8102 -1.1291 4.2028 -1.396
C -2.8325 5.3191 -0.4172 -0.477
C -1.5322 5.7711 -0.2363 -0.660
C -0.7638 -3.3952 -1.4759 -0.190
C -1.0137 3.7425 0.9739 -0.281
C -1.3123 -0.4702 3.0939 0.009
C -2.3183 3.2742 0.7807 0.582
C -0.0964 -2.3272 2.4148 0.472
C 3.8360 -0.7957 -1.8283 -0.823
C -1.4501 -2.4705 4.3893 -0.319
C 2.5194 -4.2869 0.5844 -1.128
C 3.5589 1.5788 -1.9580 -0.928
C 0.8734 -2.7825 1.4785 -0.278
C -0.5961 -3.0756 3.5039 -1.089
C -3.2180 4.0913 0.0883 -0.088
C 0.1477 -0.0893 -2.9753 -0.876
C 2.4606 1.4521 -1.1219 -0.216
C 2.7493 -0.8362 -0.9659 0.357
H -1.5682 0.5623 2.8871 0.320
H 3.0024 -5.2566 0.5654 0.349
H -1.2114 6.7221 -0.6433 0.346
H -2.7363 -3.0328 -1.7335 0.342
H -2.1512 -2.3474 -0.4123 0.178
H -0.7244 -4.3232 -2.0486 0.354
H 1.8562 2.2994 -0.8225 0.393
H -0.4653 -0.2814 -3.8600 0.547
H -3.5501 5.9174 -0.9674 0.329
H 3.8402 2.5561 -2.3236 0.434
H 1.1835 -0.1132 -3.3489 0.205
H -2.4509 1.6016 -1.5617 0.340
H 0.3840 5.2976 0.6144 0.457
H -1.8389 -3.0307 5.2329 0.392
H -4.2226 3.7243 -0.0713 0.310
H 5.0749 0.4879 -3.0170 0.391
H -0.3024 -4.1084 3.6356 0.297
H -0.0745 -3.5027 -0.6396 -0.245
H 3.8195 -3.3937 -0.9298 0.366
H 4.3512 -1.7047 -2.1017 0.363
H 1.1909 -4.8063 2.1685 0.342
H -2.4639 -0.6107 4.8899 0.437
```

Computed properties:
Charge: -2
Multiplicity: 3
E_tot (a.u.): -5400.59381
Largest force on an atom (eV/Å): 0.5
⟨S²⟩: 2.023

=====

Q: The highest E_tot belongs to which entry?
A: C5H12O2

=====

Q: Number 6 is which compound?
A: C4H3ClO2S